No. 1
ORCA calculation (the ωB97M-V functional and the def2-TZVPD basis) on a 2-piece molecular cluster, C16H17NO overall in a non-equilibrium geometry.

```
35
Properties=species:S:1:pos:R:3
C -0.371 4.217 -1.220
C 1.315 0.923 -0.811
C 0.808 2.145 -0.277
C 0.361 2.919 -1.375
C 0.506 2.179 -2.528
C 2.106 0.084 -0.010
C 2.461 0.495 1.296
C 1.823 1.579 1.899
C 0.896 2.314 1.145
N 1.162 0.992 -2.170
H 2.578 -0.764 -0.498
H 3.356 0.169 1.815
H 1.546 0.291 -2.769
H 2.027 1.878 2.916
H 0.131 2.215 -3.536
H 0.509 3.259 1.527
H -1.023 4.496 -2.051
H 0.323 5.001 -0.921
H -1.183 4.069 -0.494
C 0.268 -2.462 2.928
C -2.147 -3.260 0.113
C -1.947 -2.219 -0.762
C -1.510 -3.297 1.350
C -0.650 -2.278 1.751
C -1.177 -1.096 -0.348
C -0.539 -1.205 0.870
O -2.887 -2.031 -1.771
H -2.929 -4.002 -0.011
H -1.662 -4.137 2.021
H -1.074 -0.390 -1.159
H -2.467 -1.508 -2.444
H 1.212 -1.947 2.735
H 0.390 -3.521 3.132
H 0.083 -0.352 1.083
H -0.084 -1.940 3.825
```

Its spin multiplicity is 2. The calculation puts the energy above the lowest of the compared OMol25 structures with the same formula, charge and spin at 16.9 kcal per mole. As for the HOMO-LUMO gap (alpha / beta): 3.088 / 6.339 eV. The calculation puts the LUMO energy (alpha / beta) at 3.28 / 3.15 eV. As for the total charge: -1. The expectation value of S² is 0.77.



No. 2
ORCA calculation (the ωB97M-V functional and the def2-TZVPD basis) on C44H59BCsF5N10O7S3 as an isolated structure in a non-equilibrium geometry.

```
130
Properties=species:S:1:pos:R:3
Cs 0.222 0.454 -0.256
C 5.141 -3.453 -1.399
C 4.211 -4.045 -0.336
C 4.777 -5.345 0.220
C 2.815 -4.236 -0.862
C 2.069 -5.421 -1.020
C 0.839 -4.992 -1.486
N 0.877 -3.653 -1.586
N 2.087 -3.182 -1.210
B -0.188 -2.637 -2.082
N -1.609 -3.237 -1.935
C -2.266 -4.085 -2.751
C -3.539 -4.263 -2.256
C -3.582 -3.444 -1.107
N -2.417 -2.838 -0.923
C -4.713 -3.212 -0.147
C -6.001 -2.853 -0.887
C -4.916 -4.421 0.766
N 0.107 -2.279 -3.570
C 0.569 -3.052 -4.569
C 0.735 -2.258 -5.688
C 0.347 -0.973 -5.261
N -0.021 -1.001 -3.988
C 0.370 0.343 -5.989
C 0.359 0.155 -7.501
C 1.577 1.177 -5.548
H 6.143 -3.295 -0.986
H 4.767 -2.497 -1.768
H 5.223 -4.140 -2.250
H 4.150 -3.326 0.487
H 4.911 -6.085 -0.576
H 4.114 -5.778 0.976
H 5.752 -5.166 0.680
H 2.366 -6.435 -0.802
H -0.061 -5.545 -1.714
H -0.093 -1.643 -1.421
H -1.800 -4.480 -3.644
H -4.325 -4.871 -2.679
H -4.420 -2.365 0.477
H -6.337 -3.686 -1.514
H -5.854 -1.985 -1.534
H -6.801 -2.624 -0.176
H -5.129 -5.319 0.174
H -5.755 -4.254 1.449
H -4.018 -4.598 1.362
H 0.781 -4.101 -4.414
H 1.094 -2.565 -6.659
H -0.535 0.884 -5.699
H 1.279 -0.337 -7.834
H 0.297 1.122 -8.006
H -0.488 -0.458 -7.823
H 2.506 0.682 -5.850
H 1.601 1.282 -4.463
H 1.550 2.173 -6.000
O 3.457 3.558 0.192
C 4.356 3.243 1.139
C 5.312 4.209 1.462
C 6.272 3.948 2.422
C 6.298 2.719 3.081
C 5.344 1.768 2.765
C 4.364 2.005 1.800
C 3.333 0.968 1.471
O 2.494 1.216 0.519
N 3.365 -0.117 2.202
N 2.322 -0.983 1.883
C 2.424 -2.111 2.454
S 3.747 -2.503 3.574
C 3.212 -4.220 3.812
C 1.700 -4.280 3.656
S 1.290 -3.413 2.135
H 2.887 2.763 0.074
H 5.276 5.155 0.936
H 7.009 4.707 2.657
H 7.052 2.510 3.831
H 5.332 0.805 3.260
H 3.521 -4.526 4.813
H 3.695 -4.863 3.076
H 1.200 -3.803 4.500
H 1.337 -5.304 3.556
O -2.093 0.680 -2.948
H -1.335 0.153 -3.273
H -1.756 1.581 -2.843
O 3.091 -0.502 -1.881
H 2.636 -1.345 -1.685
H 2.973 0.030 -1.080
O -2.125 -2.323 1.964
H -2.028 -2.553 1.023
H -2.600 -1.476 1.902
O 0.034 1.107 2.299
H 0.281 1.891 1.791
H 0.801 0.513 2.214
F 0.126 8.478 -3.440
C -0.159 7.323 -2.810
C -0.208 7.264 -1.434
F 0.035 8.379 -0.720
C -0.507 6.074 -0.798
F -0.542 6.108 0.544
C -0.769 4.880 -1.475
S -1.142 3.386 -0.666
C -0.703 4.993 -2.866
F -0.932 3.922 -3.642
C -0.409 6.173 -3.525
F -0.363 6.210 -4.868
C -1.532 4.290 3.224
C -1.941 3.174 4.175
N -3.315 3.318 4.685
C -3.478 4.030 5.946
C -3.214 3.138 7.152
C -4.422 2.907 4.017
O -5.563 3.117 4.418
C -4.198 2.225 2.697
C -4.385 2.890 1.498
C -4.172 2.213 0.314
C -3.778 0.884 0.362
N -3.617 0.224 1.517
C -3.814 0.894 2.653
H -0.450 4.282 3.073
H -1.810 5.268 3.631
H -1.990 4.176 2.238
H -1.288 3.175 5.048
H -1.814 2.203 3.707
H -4.495 4.407 5.980
H -2.797 4.886 5.942
H -3.922 2.306 7.161
H -3.333 3.703 8.081
H -2.203 2.724 7.136
H -4.665 3.938 1.493
H -4.258 2.711 -0.642
H -3.563 0.338 -0.554
H -3.653 0.341 3.576
```

The calculation puts the energy above the lowest of the compared OMol25 structures with the same formula, charge and spin at 11.7 kcal per mole. As for the HOMO-LUMO gap: 6.412 eV. The calculation puts the LUMO energy at 3.53 eV. As for the total charge: -2.



No. 3
ORCA calculation (the ωB97M-V functional and the def2-TZVPD basis) on an isolated ion of composition C7H15N2 and charge +1 in a non-equilibrium geometry.

```
24
Properties=species:S:1:pos:R:3
C -0.611 -2.674 0.968
C 0.442 -1.600 1.021
C 0.306 -0.369 0.431
N 1.061 0.690 0.332
C 2.420 0.659 -0.280
C 0.329 1.989 0.196
C -1.136 1.601 0.251
N -1.177 0.182 -0.165
C -1.060 -0.179 -1.577
H -0.263 -3.618 1.204
H -1.076 -2.575 0.063
H -1.378 -2.457 1.772
H 1.468 -1.815 1.331
H 2.930 1.495 0.223
H 2.816 -0.414 -0.091
H 2.230 0.975 -1.327
H 0.493 2.399 -0.754
H 0.535 2.859 0.946
H -1.510 1.753 1.336
H -1.863 2.155 -0.439
H -2.004 -0.164 0.288
H -0.397 -0.935 -1.782
H -1.987 -0.647 -1.940
H -0.567 0.688 -2.009
```

The SMILES is C/C=C1/N(C)CC[N@H+]1C. The calculation puts the energy above the lowest of the compared OMol25 structures with the same formula, charge and spin at 71.5 kcal per mole. As for the HOMO-LUMO gap: 9.194 eV. The calculation puts the LUMO energy at -2.81 eV. As for the total charge: +1.



No. 4
ORCA calculation (the ωB97M-V functional and the def2-TZVPD basis) on an isolated ion of composition C3H7O2 and charge -1.

```
12
Properties=species:S:1:pos:R:3
C -0.753 -0.903 1.524
O 0.340 -0.573 0.730
C -0.103 0.143 -0.539
C 1.191 0.181 -1.372
O -0.691 1.276 -0.345
H -1.115 -1.932 1.343
H -0.481 -0.789 2.577
H -1.597 -0.229 1.324
H -0.764 -0.637 -1.011
H 1.771 -0.729 -1.191
H 1.720 1.105 -1.152
H 0.877 0.199 -2.420
```

The SMILES is CO[C@H](C)[O-]. The calculation puts the energy above the lowest of the compared OMol25 structures with the same formula, charge and spin at 42.8 kcal per mole. As for the HOMO-LUMO gap: 7.211 eV. The calculation puts the LUMO energy at 4.56 eV. As for the total charge: -1.



No. 5
ORCA calculation (the ωB97M-V functional and the def2-TZVPD basis) on C27H41AlBrO4 as an isolated structure in a non-equilibrium geometry.

```
74
Properties=species:S:1:pos:R:3
C -3.705 2.977 0.154
C -5.087 3.142 -0.737
C -6.373 2.326 -0.054
C -6.276 0.786 -0.684
C -7.272 -0.289 0.066
C -6.721 -1.800 -0.390
C -5.871 -2.546 0.818
C -4.426 -1.755 1.108
C -3.244 -2.815 1.634
C -2.010 -1.928 2.303
C -0.672 -1.845 1.348
C -0.431 -0.355 0.679
C -0.199 -0.382 -0.944
C -1.459 0.243 -1.818
C -1.403 -0.461 -3.299
Al -3.233 -1.352 -3.656
Br -3.034 -3.264 -5.118
H -3.450 1.821 0.207
H -3.797 3.355 1.259
H -2.842 3.501 -0.462
H -5.342 4.247 -1.026
H -4.871 2.578 -1.766
H -7.416 2.846 -0.308
H -6.320 2.307 1.127
H -6.456 0.764 -1.855
H -5.148 0.444 -0.499
H -8.412 -0.129 -0.242
H -7.252 -0.219 1.241
H -7.600 -2.514 -0.721
H -6.019 -1.638 -1.342
H -5.668 -3.686 0.538
H -6.470 -2.515 1.848
H -3.988 -1.312 0.091
H -4.671 -0.926 1.901
H -3.766 -3.502 2.424
H -2.909 -3.394 0.648
H -1.754 -2.475 3.325
H -2.406 -0.855 2.606
H -0.829 -2.614 0.464
H 0.326 -2.173 1.898
H -1.396 0.312 0.878
H 0.484 0.178 1.181
H 0.736 0.318 -1.193
H 0.119 -1.471 -1.311
H -1.415 1.426 -1.839
H -2.493 -0.018 -1.286
H -1.152 0.331 -4.154
H -0.598 -1.327 -3.375
H -4.202 -0.305 -4.375
H -3.886 -1.873 -2.282
C 5.814 1.367 -1.466
C 4.566 1.812 -1.291
C 3.558 1.003 -0.578
O 2.415 1.408 -0.419
C 3.982 -0.315 -0.066
C 5.230 -0.760 -0.241
C 6.239 0.049 -0.954
O 7.382 -0.357 -1.113
H 6.566 1.947 -1.988
H 4.240 2.777 -1.660
H 3.231 -0.895 0.456
H 5.557 -1.725 0.128
C 9.339 0.639 1.002
C 10.165 -0.329 1.414
C 11.179 -0.078 2.457
O 11.936 -0.962 2.834
C 11.244 1.282 3.028
C 10.419 2.249 2.616
C 9.405 1.999 1.573
O 8.648 2.883 1.197
H 8.591 0.471 0.238
H 10.129 -1.332 1.006
H 11.993 1.449 3.793
H 10.455 3.252 3.025
```

As for the HOMO-LUMO gap: 4.487 eV. The calculation puts the LUMO energy at -0.47 eV. As for the total charge: -1.



No. 6
ORCA calculation (the ωB97M-V functional and the def2-TZVPD basis) on C35H57FI2MnN12O5SbSi4Te as an isolated structure in a non-equilibrium geometry.

```
119
Properties=species:S:1:pos:R:3
Mn -0.049 1.585 0.123
N -0.852 2.607 3.354
C -1.299 1.389 2.936
N -2.154 0.583 3.551
N -2.206 -0.503 2.810
N -1.434 -0.404 1.784
N -0.840 0.807 1.805
C 0.282 3.102 2.763
N 1.085 4.046 3.229
N 2.062 4.146 2.353
N 1.891 3.322 1.387
N 0.758 2.631 1.592
H -1.132 2.961 4.254
I 0.635 1.844 -4.892
C -0.160 3.290 -3.587
C -0.621 4.504 -4.082
C -1.177 5.442 -3.246
I -1.692 7.330 -4.046
C -1.381 5.157 -1.877
C -2.066 5.977 -0.963
C -2.249 5.543 0.324
C -1.701 4.319 0.717
N -1.023 3.538 -0.095
C -0.884 3.923 -1.381
C -0.199 2.998 -2.226
O 0.363 1.960 -1.702
H -0.536 4.708 -5.138
H -2.453 6.932 -1.282
H -2.798 6.127 1.044
H -1.824 3.985 1.737
F -4.443 3.936 2.152
C -4.724 3.198 1.066
C -4.341 1.909 1.011
N -4.586 1.133 -0.086
C -3.955 -0.153 -0.226
C -2.482 -0.004 -0.579
O -1.862 -1.074 -0.879
O -1.947 1.103 -0.527
C -5.241 1.640 -1.207
O -5.408 0.984 -2.202
N -5.673 2.933 -1.071
C -5.441 3.839 -0.035
O -5.798 4.984 -0.111
H -3.837 1.438 1.843
H -4.465 -0.701 -1.020
H -4.002 -0.715 0.712
H -6.186 3.301 -1.868
C 4.934 1.092 2.060
C 3.589 0.449 1.802
C 2.667 0.649 2.989
Sb 2.681 1.151 -0.108
C 3.425 -0.596 -1.319
C 3.184 -0.379 -2.804
C 4.896 -0.899 -1.073
C 3.976 2.713 -1.053
C 3.352 3.213 -2.340
C 4.344 3.872 -0.158
H 5.428 0.583 2.887
H 4.805 2.131 2.350
H 5.583 1.038 1.192
H 3.722 -0.623 1.627
H 2.702 1.681 3.330
H 2.989 0.022 3.820
H 1.633 0.390 2.737
H 2.822 -1.457 -0.979
H 3.840 0.398 -3.190
H 2.149 -0.099 -3.003
H 3.399 -1.290 -3.358
H 5.525 -0.078 -1.408
H 5.175 -1.786 -1.642
H 5.116 -1.091 -0.025
H 4.858 2.107 -1.270
H 2.510 3.873 -2.124
H 3.017 2.397 -2.979
H 4.090 3.786 -2.902
H 3.482 4.495 0.068
H 5.078 4.481 -0.685
H 4.785 3.554 0.780
C -0.066 -5.764 -1.988
Si -0.250 -3.862 -2.165
C -1.878 -3.467 -3.084
C 1.182 -3.250 -3.283
Si -0.411 -3.119 0.338
Te 0.233 -0.812 -0.593
Si 1.456 -3.828 1.772
C 1.335 -2.743 3.341
C 1.190 -5.666 2.202
C 3.175 -3.661 0.935
Si -2.773 -4.043 1.163
C -3.187 -3.566 2.959
C -2.542 -5.937 1.044
C -4.142 -3.502 -0.064
H -0.202 -6.236 -2.954
H -0.795 -6.192 -1.311
H 0.916 -6.043 -1.626
H -1.766 -3.632 -4.151
H -2.159 -2.430 -2.942
H -2.696 -4.088 -2.741
H 1.211 -3.821 -4.206
H 2.154 -3.352 -2.813
H 1.039 -2.208 -3.552
H 0.591 -3.131 4.028
H 1.027 -1.735 3.080
H 2.272 -2.674 3.883
H 0.336 -5.802 2.853
H 2.050 -6.084 2.714
H 1.028 -6.257 1.309
H 3.507 -2.629 0.895
H 3.158 -4.038 -0.082
H 3.935 -4.219 1.472
H -2.576 -4.114 3.669
H -4.224 -3.803 3.182
H -3.039 -2.507 3.149
H -1.579 -6.260 1.417
H -2.645 -6.297 0.027
H -3.305 -6.435 1.635
H -3.724 -2.887 -0.852
H -4.924 -2.934 0.434
H -4.620 -4.358 -0.530
```

Its spin multiplicity is 2. The calculation puts the energy above the lowest of the compared OMol25 structures with the same formula, charge and spin at 36.5 kcal per mole. As for the HOMO-LUMO gap (alpha / beta): 5.096 / 5.593 eV. The calculation puts the LUMO energy (alpha / beta) at -5.16 / -4.71 eV. As for the total charge: +1. The expectation value of S² is 1.05.



No. 7
ORCA calculation (the ωB97M-V functional and the def2-TZVPD basis) on a 8-piece molecular cluster, C16H45O10 overall in a non-equilibrium geometry.

```
71
Properties=species:S:1:pos:R:3
C -0.243 -0.279 -0.467
O -0.740 0.499 0.399
O -1.234 -1.116 -0.938
O 0.895 -0.452 -0.830
H -2.000 -0.827 -0.465
C 1.710 3.126 0.610
O 0.429 3.376 0.722
H 2.082 3.051 -0.340
H 2.036 2.310 1.105
H 2.384 3.990 1.210
H 0.059 2.495 0.823
C 0.887 -3.939 -2.529
O 0.249 -3.705 -1.365
H 1.563 -4.847 -2.528
H 1.457 -3.403 -3.246
H -0.001 -4.137 -3.136
H 0.443 -2.928 -1.110
C -0.545 -2.764 1.946
O -0.322 -1.545 2.431
H 0.039 -2.855 1.163
H -1.552 -2.974 1.610
H -0.221 -3.318 2.867
H -0.574 -0.933 1.805
C -1.770 0.408 4.995
C -0.914 1.538 4.357
C -1.791 2.167 3.237
O -0.759 2.548 5.356
H -1.777 -0.459 4.295
H -2.828 0.824 4.876
H -1.367 0.282 6.064
H -0.068 1.216 3.893
H -1.464 2.859 2.570
H -2.732 2.535 3.898
H -2.109 1.479 2.536
H -0.222 3.166 5.132
C 0.101 1.110 -4.359
C 0.847 -0.357 -4.029
C 1.418 -0.905 -5.345
O 1.890 -0.083 -3.179
H 0.919 1.784 -4.740
H -0.443 1.449 -3.452
H -0.640 1.064 -5.192
H -0.030 -0.813 -3.649
H 1.927 -1.730 -5.160
H 2.109 -0.152 -5.856
H 0.701 -1.302 -6.074
H 1.554 0.072 -2.435
C -3.078 2.339 -1.407
C -3.593 2.089 -0.015
C -5.113 2.434 0.258
O -3.282 0.764 0.470
H -3.406 3.193 -1.840
H -3.436 1.481 -2.012
H -2.120 2.363 -1.551
H -3.093 2.808 0.613
H -5.026 3.559 0.273
H -5.556 2.286 1.285
H -5.685 1.851 -0.368
H -2.283 0.542 0.502
C 4.208 -2.059 -0.806
C 3.465 -1.930 0.566
C 4.263 -2.222 1.757
O 2.942 -0.616 0.861
H 5.229 -1.780 -0.643
H 3.730 -1.429 -1.557
H 4.190 -2.994 -1.067
H 2.606 -2.445 0.545
H 3.879 -2.126 2.783
H 5.378 -2.026 1.688
H 4.301 -3.244 1.802
H 2.133 -0.363 0.391
```

The calculation puts the energy above the lowest of the compared OMol25 structures with the same formula, charge and spin at 15.0 kcal per mole. As for the HOMO-LUMO gap: 9.671 eV. The calculation puts the LUMO energy at 2.94 eV. As for the total charge: -1.



| no. | E_tot (eV) |
| --- | --- |
| 1 | -20403.7455 |
| 2 | -123143.9013 |
| 3 | -10473.1944 |
| 4 | -7319.0956 |
| 5 | -113487.7163 |
| 6 | -160913.3484 |
| 7 | -37790.5738 |